[1]
Density functional theory data (the ωB97M-V functional and the def2-TZVPD basis) for the molecule C16H20N2O.

```
39
C16H20N2O, DFT the ωB97M-V functional and the def2-TZVPD basis
C 3.708 -0.678 -1.612
C 2.832 -1.490 -1.055
C 1.346 -1.386 -1.235
C 0.714 -1.075 0.096
C 0.307 -2.090 0.940
C -0.211 -1.835 2.204
C -0.690 -2.960 3.071
C -0.280 -0.519 2.624
C 0.116 0.518 1.796
C 0.593 0.256 0.521
O 0.968 1.210 -0.391
C 0.804 2.574 -0.098
C -0.651 3.065 -0.085
C -1.442 2.639 -1.326
N -1.805 1.246 -1.296
C -1.490 0.300 -2.229
C -2.050 -0.865 -1.793
N -2.702 -0.656 -0.621
C -2.537 0.609 -0.351
H 4.768 -0.776 -1.445
H 3.400 0.123 -2.264
H 3.160 -2.282 -0.393
H 1.116 -0.598 -1.950
H 0.955 -2.336 -1.607
H 0.388 -3.113 0.600
H -0.017 -3.812 3.007
H -0.766 -2.647 4.109
H -1.676 -3.284 2.738
H -0.656 -0.288 3.611
H 0.056 1.528 2.171
H 1.346 3.081 -0.903
H 1.287 2.833 0.854
H -1.169 2.694 0.799
H -0.630 4.155 -0.034
H -2.356 3.242 -1.388
H -0.849 2.816 -2.227
H -0.914 0.534 -3.101
H -2.029 -1.835 -2.247
H -2.943 1.101 0.510
```

Output
- lowest unoccupied orbital energy (eV) = 0.7
- frontier orbital gap (eV) = 8.8
- E_HOMO (eV) = -8.1
- E (eV) = -21943.53307
- multiplicity = 1
- energy above the lowest of the compared OMol25 structures with the same formula, charge and spin (eV) = 1.932

---

[2]
Density functional theory data (the ωB97M-V functional and the def2-TZVPD basis) for a structure of composition C5H9NO at a distorted geometry.

```
16
C5H9NO, DFT the ωB97M-V functional and the def2-TZVPD basis
C 1.873 0.830 0.237
C -0.869 0.718 -0.087
N -0.644 -2.184 0.234
C -0.756 -0.169 -1.123
C -0.181 -1.399 -0.759
C -1.617 1.509 0.642
O 0.760 0.184 0.767
H -0.008 -2.889 0.580
H -1.147 -1.701 0.969
H -0.639 0.200 -2.134
H 0.464 -1.910 -1.467
H 1.726 1.263 -0.771
H 2.736 0.149 0.171
H 2.168 1.674 0.883
H -1.179 2.170 1.379
H -2.689 1.555 0.479
```

Output
- lowest unoccupied orbital energy (spin up / spin down) (eV) = 0.5 / 0.5
- frontier orbital gap (spin up / spin down) (eV) = 8.2 / 8.2
- E_HOMO (spin up / spin down) (eV) = -7.7 / -7.7
- E (eV) = -8864.14661
- multiplicity = 1
- energy above the lowest of the compared OMol25 structures with the same formula, charge and spin (eV) = 5.066

---

[3]
Density functional theory data (the ωB97M-V functional and the def2-TZVPD basis) for the molecule C4H7NO.

```
13
C4H7NO, DFT the ωB97M-V functional and the def2-TZVPD basis
H 2.049 -2.599 -0.793
N 1.501 -2.187 -0.035
C 1.438 -0.926 -0.170
C 0.606 -0.093 0.770
C -0.714 0.215 0.116
C -1.183 1.441 -0.105
O -2.382 1.749 -0.663
H 1.909 -0.378 -0.999
H 0.452 -0.674 1.687
H 1.130 0.835 1.032
H -1.300 -0.651 -0.197
H -0.634 2.342 0.157
H -2.873 0.927 -0.800
```

Output
- lowest unoccupied orbital energy (eV) = 0.9
- frontier orbital gap (eV) = 9.9
- E_HOMO (eV) = -9.0
- E (eV) = -7797.85763
- multiplicity = 1
- energy above the lowest of the compared OMol25 structures with the same formula, charge and spin (eV) = 1.787

---

[4]
Density functional theory data (the ωB97M-V functional and the def2-TZVPD basis) for the molecule C4H5NO at a distorted geometry.

```
11
C4H5NO, DFT the ωB97M-V functional and the def2-TZVPD basis
N 2.635 0.831 0.351
C 1.657 0.219 0.495
C 0.371 -0.414 0.656
C -0.329 -1.046 -0.521
C -0.880 0.225 -0.026
O -0.819 1.399 -0.735
H -0.092 -0.369 1.612
H -0.873 -1.968 -0.383
H 0.175 -0.911 -1.471
H -1.824 0.144 0.534
H -0.021 1.890 -0.512
```

Output
- lowest unoccupied orbital energy (eV) = 0.8
- frontier orbital gap (eV) = 10.9
- E_HOMO (eV) = -10.1
- E (eV) = -7764.51394
- multiplicity = 1
- energy above the lowest of the compared OMol25 structures with the same formula, charge and spin (eV) = 2.013

---

[5]
Density functional theory data (the ωB97M-V functional and the def2-TZVPD basis) for a cluster of 7 separate species, C23H27Cl6F3OS in total at a distorted geometry.

```
61
C23H27Cl6F3OS, DFT the ωB97M-V functional and the def2-TZVPD basis
F -3.165 -3.774 3.993
C -3.323 -3.314 2.763
C -2.442 -2.313 2.247
C -2.688 -1.868 1.021
C -3.609 -2.363 0.174
C -4.487 -3.341 0.702
C -4.349 -3.805 2.008
H -1.766 -1.961 2.993
H -2.186 -1.002 0.634
H -3.637 -2.090 -0.921
H -5.277 -3.617 0.077
H -5.029 -4.455 2.396
F 4.081 4.624 -1.860
C 4.398 3.332 -1.970
C 5.323 3.102 -3.034
C 5.514 1.765 -3.295
C 5.001 0.765 -2.423
C 4.290 1.070 -1.292
C 3.957 2.441 -1.070
H 5.718 3.943 -3.652
H 6.050 1.518 -4.242
H 5.338 -0.294 -2.530
H 4.076 0.284 -0.589
H 3.361 2.755 -0.191
F 0.607 2.132 -0.253
C 0.008 1.299 -1.067
C -0.675 1.874 -2.068
C -1.332 1.043 -2.946
C -1.263 -0.311 -2.837
C -0.597 -0.847 -1.773
C 0.035 -0.070 -0.836
H -0.621 2.981 -2.275
H -1.871 1.609 -3.769
H -1.741 -0.927 -3.615
H -0.649 -1.937 -1.690
H 0.458 -0.529 0.052
C -3.660 3.429 3.530
S -2.926 2.934 2.025
O -1.573 2.303 2.427
C -3.974 1.570 1.746
H -2.993 4.154 3.960
H -3.776 2.575 4.189
H -4.650 3.832 3.329
H -3.859 0.816 2.528
H -3.602 1.108 0.827
H -5.029 1.886 1.616
C 3.971 -1.655 -6.055
Cl 5.435 -1.968 -5.087
Cl 3.741 0.121 -6.240
H 4.066 -2.115 -7.015
H 3.163 -2.049 -5.440
C 0.089 -5.264 4.195
Cl 1.229 -6.502 4.593
Cl 0.794 -3.758 3.586
H -0.556 -5.674 3.416
H -0.430 -5.135 5.130
C 1.258 2.334 2.852
Cl 2.484 1.089 2.835
Cl 1.851 3.859 2.194
H 0.544 1.998 2.164
H 0.896 2.396 3.836
```

Output
- lowest unoccupied orbital energy (eV) = 0.4
- frontier orbital gap (eV) = 9.2
- E_HOMO (eV) = -8.7
- E (eV) = -120456.18232
- multiplicity = 1
- energy above the lowest of the compared OMol25 structures with the same formula, charge and spin (eV) = 1.016

---

[6]
Density functional theory data (the ωB97M-V functional and the def2-TZVPD basis) for a structure of composition C12H19NO2 at a distorted geometry.

```
34
C12H19NO2, DFT the ωB97M-V functional and the def2-TZVPD basis
C 0.931 -2.652 0.976
C 1.899 -2.845 2.271
C -0.600 -2.204 2.899
C -1.424 -2.691 -0.880
C -1.538 -2.444 0.636
O -2.678 -2.511 1.044
N -0.397 -2.414 1.467
H 1.225 -1.859 0.368
H 1.006 -3.493 0.220
H 2.986 -2.933 1.937
H 1.490 -3.647 2.795
H -0.718 -3.141 3.341
H -0.585 -2.948 -1.411
H 2.646 -2.083 2.968
H 0.066 -1.572 3.921
H -1.544 -1.640 2.998
H -2.118 -3.615 -1.114
H -1.914 -1.822 -1.219
C 0.098 4.899 -2.891
C 0.234 1.451 -0.388
C -0.711 2.448 -0.115
C 0.870 1.402 -1.641
C -0.763 3.565 -0.944
C 0.944 2.614 -2.432
C 0.159 3.720 -2.021
O 0.230 0.361 0.416
H -0.079 0.483 1.292
H -1.433 2.329 0.743
H 1.238 0.469 -2.016
H -1.351 4.337 -0.636
H 1.560 2.606 -3.248
H -0.949 5.259 -2.961
H 0.549 4.827 -3.899
H 0.670 5.744 -2.476
```

Output
- lowest unoccupied orbital energy (eV) = 0.7
- frontier orbital gap (eV) = 9.0
- E_HOMO (eV) = -8.3
- E (eV) = -18332.50570
- multiplicity = 1
- energy above the lowest of the compared OMol25 structures with the same formula, charge and spin (eV) = 4.818

---

[7]
Density functional theory data (the ωB97M-V functional and the def2-TZVPD basis) for the molecule C3H4ClF at a distorted geometry.

```
9
C3H4ClF, DFT the ωB97M-V functional and the def2-TZVPD basis
C -0.979 -0.052 -1.474
C -0.287 -0.100 -0.324
Cl 1.121 -1.107 -0.220
C -0.826 0.571 0.933
F -0.167 1.723 1.107
H -1.724 0.669 -1.382
H -0.736 -0.546 -2.403
H -0.631 -0.023 1.877
H -1.911 0.689 0.861
```

Output
- lowest unoccupied orbital energy (eV) = 0.8
- frontier orbital gap (eV) = 10.7
- E_HOMO (eV) = -9.9
- E (eV) = -18414.65502
- multiplicity = 1
- energy above the lowest of the compared OMol25 structures with the same formula, charge and spin (eV) = 0.419

---

[8]
Density functional theory data (the ωB97M-V functional and the def2-TZVPD basis) for a cluster of 11 separate species, C59H57F9O4S in total at a distorted geometry.

```
130
C59H57F9O4S, DFT the ωB97M-V functional and the def2-TZVPD basis
F -2.321 0.809 5.401
C -2.906 1.983 5.518
C -3.754 2.243 6.580
C -4.241 3.540 6.721
C -3.938 4.548 5.774
C -3.116 4.321 4.714
C -2.567 3.002 4.617
H -3.956 1.643 7.455
H -4.903 3.864 7.510
H -4.417 5.513 5.853
H -2.859 5.126 4.041
H -1.852 2.770 3.840
F -2.571 -2.286 -7.144
C -3.841 -2.418 -7.603
C -4.165 -1.689 -8.736
C -5.472 -1.635 -9.204
C -6.442 -2.469 -8.599
C -6.030 -3.343 -7.626
C -4.746 -3.363 -7.102
H -3.353 -1.108 -9.148
H -5.789 -1.041 -10.048
H -7.468 -2.423 -8.932
H -6.662 -4.060 -7.122
H -4.547 -4.142 -6.381
F 5.819 8.153 2.841
C 4.899 7.423 2.179
C 4.241 6.530 3.020
C 3.116 5.851 2.476
C 2.813 5.995 1.125
C 3.607 6.840 0.355
C 4.619 7.591 0.858
H 4.596 6.345 4.023
H 2.517 5.106 2.979
H 2.031 5.318 0.816
H 3.326 6.914 -0.685
H 5.156 8.334 0.287
F 4.909 -2.772 9.731
C 4.584 -2.028 8.658
C 4.067 -2.591 7.554
C 3.827 -1.789 6.405
C 3.762 -0.420 6.443
C 4.236 0.169 7.627
C 4.585 -0.609 8.737
H 4.023 -3.669 7.503
H 3.422 -2.245 5.514
H 3.546 0.220 5.600
H 4.242 1.246 7.703
H 4.827 -0.072 9.642
F 0.318 5.421 -5.484
C -0.475 5.733 -4.471
C -0.650 7.056 -4.070
C -1.374 7.407 -2.916
C -2.116 6.404 -2.308
C -1.983 5.060 -2.698
C -1.197 4.725 -3.765
H -0.154 7.858 -4.596
H -1.436 8.427 -2.567
H -2.663 6.739 -1.439
H -2.574 4.322 -2.176
H -1.116 3.657 -3.900
F 5.500 -0.036 -11.785
C 4.675 0.262 -10.760
C 3.479 0.964 -10.956
C 2.739 1.365 -9.875
C 3.116 1.011 -8.592
C 4.255 0.260 -8.377
C 5.125 -0.025 -9.414
H 3.368 1.203 -12.003
H 1.854 1.883 -10.215
H 2.475 1.323 -7.781
H 4.495 -0.005 -7.359
H 6.105 -0.455 -9.266
F -6.721 1.427 1.409
C -7.511 2.189 2.143
C -8.085 3.286 1.566
C -9.010 4.054 2.239
C -9.273 3.767 3.529
C -8.709 2.589 4.133
C -7.804 1.802 3.427
H -7.987 3.602 0.538
H -9.390 4.931 1.737
H -10.021 4.305 4.093
H -9.100 2.337 5.107
H -7.395 0.898 3.853
F -5.286 -9.084 7.080
C -4.502 -8.024 6.730
C -4.870 -6.724 7.056
C -4.099 -5.664 6.644
C -2.998 -5.871 5.843
C -2.579 -7.154 5.525
C -3.343 -8.224 5.966
H -5.771 -6.529 7.619
H -4.369 -4.659 6.932
H -2.380 -5.089 5.429
H -1.747 -7.267 4.847
H -3.169 -9.240 5.642
F 9.596 -0.436 -2.552
C 8.758 0.268 -1.705
C 8.418 -0.293 -0.442
C 7.413 0.293 0.334
C 6.641 1.349 -0.235
C 6.903 1.886 -1.500
C 7.910 1.277 -2.266
H 8.987 -1.108 -0.019
H 7.212 -0.051 1.338
H 5.921 1.883 0.368
H 6.380 2.660 -2.041
H 8.206 1.676 -3.225
C 1.363 -2.077 -1.799
S 0.807 -1.691 -0.081
O 0.972 -0.204 0.225
C -1.019 -2.072 -0.401
H 0.583 -1.749 -2.486
H 1.455 -3.157 -1.913
H 2.414 -1.796 -1.863
H -1.622 -1.795 0.463
H -1.193 -3.095 -0.735
H -1.356 -1.397 -1.188
C 4.052 -7.090 -1.708
O 3.100 -7.566 -0.756
C 2.008 -8.244 -1.203
O 1.826 -8.704 -2.312
O 1.192 -8.293 -0.091
C 0.074 -9.111 -0.089
H 4.636 -6.264 -1.303
H 3.663 -6.731 -2.661
H 4.787 -7.867 -1.920
H -0.531 -9.101 0.818
H 0.529 -10.088 -0.246
H -0.581 -8.758 -0.886
```

Output
- lowest unoccupied orbital energy (eV) = 0.1
- frontier orbital gap (eV) = 9.1
- E_HOMO (eV) = -9.0
- E (eV) = -105584.39683
- multiplicity = 1